Molecular formula: C52H85F5N2O17S
Method: DFT, wB97M-V/def2-TZVPD

Results
E_HOMO in hartree: -0.2835
SMILES: CNC[C@@]1(S(=O)(=O)C(F)(F)C(F)(F)F)[C@H](CCCCO)OC(=O)[C@@]1(CCCCn1cccc1)Cc1cccc(C)c1.CCOC(C)=O.CCOC(C)=O.CCOC(C)=O.CCOC(C)=O.CCOC(C)=O.CCOC(C)=O

Geometry as ORCA input:
```
! wB97M-V def2-TZVPD RIJCOSX def2/J DEFGRID3
* xyz 0 1
C 3.18 0.12 2.55
N 2.29 -0.61 1.63
C 1.75 0.21 0.54
C 0.32 -0.21 0.01
S -0.93 -0.30 1.38
O -0.85 -1.60 2.06
O -2.30 -0.04 0.93
C -0.55 0.94 2.76
F -0.02 2.11 2.29
F 0.29 0.34 3.67
C -1.90 1.25 3.55
F -2.54 0.10 3.88
F -2.68 2.13 2.87
F -1.52 1.85 4.73
C 0.08 0.93 -1.10
C -0.94 2.10 -0.85
C -2.18 2.15 -1.85
C -2.72 3.66 -1.76
C -3.41 3.95 -0.35
O -2.78 5.05 0.35
O 0.04 0.44 -2.47
C 0.44 -0.90 -2.39
O 0.83 -1.43 -3.39
C 0.26 -1.52 -0.92
C -1.11 -2.29 -1.07
C -2.24 -1.55 -1.89
C -3.61 -2.35 -1.68
C -4.23 -2.15 -0.26
N -5.35 -3.12 -0.05
C -5.61 -4.34 -0.67
C -6.83 -4.91 -0.07
C -7.26 -3.94 0.97
C -6.31 -2.84 0.92
C 1.47 -2.54 -0.88
C 1.59 -3.44 0.39
C 0.54 -4.24 1.01
C 0.83 -5.03 2.20
C 2.15 -5.09 2.83
C 3.23 -4.33 2.19
C 4.72 -4.27 2.74
C 2.93 -3.54 1.01
H 4.15 -0.46 2.59
H 2.81 0.13 3.61
H 3.47 1.15 2.20
H 1.60 -1.18 2.11
H 2.45 0.08 -0.35
H 1.83 1.30 0.82
H 1.06 1.48 -1.13
H -0.39 3.07 -1.02
H -1.37 2.17 0.18
H -3.04 1.52 -1.52
H -1.89 2.01 -2.93
H -3.52 3.75 -2.55
H -1.91 4.40 -1.96
H -3.47 3.02 0.30
H -4.46 4.29 -0.56
H -2.00 4.66 0.77
H -1.58 -2.62 -0.11
H -0.88 -3.24 -1.64
H -2.07 -1.58 -3.01
H -2.44 -0.51 -1.55
H -3.47 -3.41 -1.99
H -4.32 -1.89 -2.43
H -3.53 -2.32 0.59
H -4.66 -1.12 -0.10
H -5.01 -4.80 -1.48
H -7.28 -5.87 -0.38
H -8.14 -4.08 1.64
H -6.39 -1.96 1.58
H 2.44 -2.00 -1.04
H 1.37 -3.23 -1.76
H -0.49 -4.25 0.59
H 0.01 -5.61 2.67
H 2.32 -5.69 3.75
H 5.42 -4.98 2.24
H 5.04 -3.19 2.64
H 4.65 -4.45 3.85
H 3.77 -2.96 0.53
O -5.70 9.52 3.76
C -4.96 8.60 3.98
O -3.74 8.57 3.41
C -2.72 7.62 3.76
C -2.89 6.33 2.98
C -5.41 7.43 4.82
H -2.68 7.46 4.84
H -1.77 8.08 3.48
H -3.83 5.84 3.22
H -2.07 5.64 3.21
H -2.90 6.53 1.91
H -5.97 6.74 4.19
H -6.06 7.81 5.61
H -4.60 6.91 5.31
O -2.67 2.30 -4.81
C -1.80 2.12 -5.62
O -1.52 3.09 -6.52
C -0.40 3.06 -7.40
C -0.70 2.27 -8.66
C -1.08 0.81 -5.71
H 0.50 2.70 -6.89
H -0.20 4.10 -7.67
H -0.92 1.22 -8.43
H 0.14 2.30 -9.35
H -1.58 2.67 -9.16
H -1.68 0.11 -6.30
H -0.96 0.41 -4.70
H -0.08 0.88 -6.13
O 0.55 6.94 3.40
C 1.31 7.26 4.28
O 0.91 7.17 5.56
C 1.78 7.34 6.69
C 1.92 8.80 7.05
C 2.66 7.84 3.97
H 2.74 6.85 6.52
H 1.31 6.80 7.52
H 2.38 9.37 6.25
H 2.54 8.91 7.95
H 0.95 9.24 7.24
H 2.56 8.90 3.77
H 3.05 7.34 3.08
H 3.40 7.68 4.75
O -8.79 2.95 -5.57
C -7.82 3.62 -5.82
O -6.90 3.16 -6.70
C -5.82 3.95 -7.21
C -4.63 3.92 -6.27
C -7.57 4.92 -5.11
H -6.15 4.97 -7.44
H -5.54 3.49 -8.16
H -4.87 4.36 -5.30
H -3.79 4.47 -6.70
H -4.32 2.90 -6.08
H -7.09 4.72 -4.15
H -8.53 5.41 -4.94
H -6.96 5.63 -5.68
O 4.70 -6.86 0.65
C 4.83 -7.81 1.36
O 6.02 -8.06 1.95
C 6.24 -9.05 2.95
C 6.51 -10.41 2.33
C 3.71 -8.81 1.54
H 5.41 -9.07 3.67
H 7.12 -8.73 3.51
H 5.65 -10.76 1.75
H 6.73 -11.15 3.10
H 7.35 -10.35 1.65
H 3.72 -9.51 0.71
H 2.77 -8.26 1.54
H 3.75 -9.35 2.48
O 8.35 -4.43 -2.16
C 8.48 -5.39 -1.45
O 9.66 -5.64 -0.86
C 9.86 -6.64 0.15
C 10.12 -8.00 -0.48
C 7.35 -6.37 -1.27
H 9.03 -6.65 0.85
H 10.74 -6.33 0.71
H 9.26 -8.34 -1.06
H 10.33 -8.74 0.29
H 10.97 -7.95 -1.16
H 7.36 -7.08 -2.10
H 6.41 -5.82 -1.27
H 7.38 -6.92 -0.33
*
```

---

Molecular formula: C52H86N6O14S7
Method: DFT, wB97M-V/def2-TZVPD

Results
E_HOMO (spin up / spin down) in hartree: -0.3426 / -0.3426

Geometry as ORCA input:
```
! wB97M-V def2-TZVPD RIJCOSX def2/J DEFGRID3
* xyz 1 2
C 4.56 11.59 19.24
C 6.02 12.09 19.13
C 6.06 13.25 20.08
S 4.51 14.17 19.80
O 4.80 15.27 18.90
O 3.85 14.41 21.10
C 3.69 12.82 18.89
H 4.30 11.21 20.23
H 4.37 10.78 18.52
H 6.34 12.33 18.12
H 6.64 11.29 19.53
H 6.88 13.96 19.90
H 6.12 12.92 21.11
H 3.89 12.98 17.83
H 2.61 12.81 19.05
C 0.71 10.30 15.84
C 0.63 10.17 17.40
C -0.15 11.40 17.89
S 0.20 12.77 16.69
O 1.09 13.73 17.38
O -1.06 13.21 16.04
C 1.16 11.70 15.51
H -0.26 10.27 15.35
H 1.35 9.50 15.46
H 1.62 10.25 17.85
H 0.26 9.19 17.70
H 0.03 11.66 18.94
H -1.23 11.21 17.89
H 2.20 11.73 15.84
H 1.04 12.13 14.51
C 0.99 13.07 24.57
C -0.51 13.33 24.65
C -1.10 13.86 23.34
S -0.16 12.83 22.07
O 0.22 13.67 20.95
O -0.91 11.59 21.76
C 1.28 12.33 23.16
H 1.29 12.51 25.46
H 1.48 14.03 24.62
H -0.72 14.10 25.40
H -0.97 12.39 24.96
H -0.87 14.89 23.07
H -2.16 13.84 23.09
H 2.14 12.69 22.60
H 1.31 11.26 23.38
C -4.72 10.13 21.87
C -4.07 9.46 23.07
C -3.55 10.61 24.01
S -4.96 11.85 23.96
O -4.59 13.20 23.65
O -5.67 11.68 25.23
C -5.76 10.95 22.54
H -5.29 9.43 21.25
H -4.04 10.69 21.23
H -3.31 8.73 22.78
H -4.71 8.78 23.64
H -2.76 11.09 23.42
H -3.13 10.31 24.97
H -6.21 11.72 21.91
H -6.49 10.25 22.94
C -4.17 15.20 20.73
C -3.35 15.86 19.70
C -2.49 14.86 18.92
S -3.67 13.42 18.77
O -3.06 12.15 19.10
O -4.41 13.54 17.54
C -4.72 13.90 20.14
H -4.92 15.96 20.96
H -3.72 14.90 21.68
H -2.88 16.79 20.01
H -3.97 16.18 18.86
H -1.76 14.52 19.65
H -2.09 15.13 17.94
H -4.61 13.10 20.88
H -5.77 13.85 19.85
C 3.64 17.31 27.79
C 3.71 18.51 26.77
C 2.33 18.66 26.09
S 1.13 17.43 26.85
O 0.37 16.78 25.77
O 0.49 18.09 28.02
C 2.47 16.32 27.49
H 3.50 17.78 28.77
H 4.58 16.76 27.75
H 4.51 18.43 26.04
H 3.88 19.38 27.40
H 2.37 18.50 25.01
H 1.86 19.63 26.27
H 2.69 15.60 26.70
H 2.19 15.76 28.39
C -1.01 20.17 23.07
C -0.79 19.81 24.60
C -2.04 19.22 25.19
S -2.69 18.19 23.88
O -4.03 18.69 23.62
O -2.50 16.73 24.06
C -1.55 18.82 22.59
H -0.08 20.53 22.63
H -1.80 20.85 22.74
H -0.43 20.73 25.07
H 0.08 19.16 24.66
H -2.71 20.06 25.38
H -1.91 18.56 26.05
H -2.01 18.80 21.60
H -0.63 18.24 22.52
N 6.68 16.76 24.74
C 5.95 15.64 25.10
C 4.93 15.60 24.12
C 5.09 16.69 23.21
C 6.22 17.33 23.60
H 7.53 17.03 25.22
H 6.09 15.07 26.00
H 4.17 14.83 24.04
H 4.46 16.87 22.35
H 6.81 18.04 23.03
N 3.97 8.99 25.47
C 3.09 9.47 26.37
C 3.25 10.83 26.47
C 4.35 11.17 25.63
C 4.82 10.02 25.03
H 4.05 8.02 25.20
H 2.37 8.79 26.81
H 2.66 11.55 27.02
H 4.69 12.17 25.39
H 5.59 9.73 24.33
N -2.82 14.86 29.84
C -3.57 15.93 29.40
C -2.99 16.48 28.26
C -1.86 15.73 27.98
C -1.74 14.82 29.01
H -3.12 14.27 30.61
H -4.56 16.17 29.76
H -3.29 17.25 27.57
H -1.15 15.78 27.17
H -0.98 14.07 29.15
N 1.21 16.37 20.32
C 1.88 17.06 21.35
C 1.53 18.43 21.39
C 0.65 18.58 20.25
C 0.38 17.34 19.73
H 1.38 15.40 20.10
H 2.43 16.48 22.08
H 1.82 19.23 22.06
H 0.18 19.53 20.05
H -0.35 16.99 19.02
N -1.25 9.02 20.77
C -2.02 8.90 19.67
C -1.74 7.75 18.99
C -0.82 7.08 19.76
C -0.54 7.86 20.81
H -1.29 9.83 21.36
H -2.50 9.83 19.43
H -1.99 7.36 18.01
H -0.24 6.19 19.55
H 0.14 7.62 21.61
N -2.03 8.94 27.38
C -0.79 9.49 27.10
C -0.93 10.86 27.06
C -2.17 11.22 27.45
C -2.87 10.01 27.48
H -2.25 7.96 27.48
H 0.05 8.88 26.82
H -0.11 11.52 26.81
H -2.53 12.21 27.70
H -3.90 9.78 27.67
*
```

---

Calculated E_tot (a.u.), listed in the same order as above: -4318.34040, -6201.69035